Entry from the Open Molecules 2025 dataset: a structure of composition C44H44N4O10S2Se2Ta at a distorted geometry (ωB97M-V with the def2-TZVPD basis set).

Geometry as XYZ:
```
107
Properties=species:S:1:pos:R:3
Ta 0.488 -0.096 -0.467
O 2.798 5.626 -1.008
C 3.651 4.493 -0.778
C 2.829 3.212 -0.775
C 3.812 2.115 -0.379
O 3.397 0.907 -0.970
C 1.678 3.370 0.232
Se 1.035 1.802 1.141
C 2.267 2.969 -2.179
Se 0.660 1.895 -2.310
H 3.347 6.413 -1.043
H 4.157 4.591 0.191
H 4.415 4.423 -1.560
H 3.853 2.042 0.713
H 4.818 2.368 -0.745
H 3.607 0.154 -0.401
H 0.813 3.817 -0.250
H 1.989 4.016 1.056
H 3.026 2.504 -2.813
H 1.967 3.923 -2.610
C -2.304 -1.979 -5.974
O -3.447 -1.287 -5.466
C -3.316 -0.691 -4.258
C -4.410 0.047 -3.804
C -4.334 0.680 -2.580
C -3.188 0.627 -1.782
C -3.105 1.315 -0.454
C -4.394 1.785 0.181
O -2.054 1.513 0.112
C -2.130 -0.119 -2.271
O -0.986 -0.237 -1.576
C -2.172 -0.784 -3.483
H -2.569 -2.324 -6.968
H -2.053 -2.836 -5.347
H -1.436 -1.320 -6.041
H -5.296 0.107 -4.422
H -5.183 1.266 -2.245
H -5.189 1.044 0.073
H -4.725 2.715 -0.296
H -4.207 1.976 1.234
H -1.292 -1.340 -3.776
C -2.816 -6.316 4.700
C -2.382 -5.259 3.708
C -2.350 -3.910 4.065
C -1.952 -2.939 3.158
C -1.566 -3.326 1.882
C -1.591 -4.658 1.497
C -2.004 -5.616 2.414
S -1.179 -2.077 0.695
O -2.456 -1.480 0.416
O -0.453 -2.692 -0.426
N -0.154 -1.040 1.391
C 0.900 -1.799 2.161
C 2.276 -1.414 1.714
O 3.239 -1.591 2.438
O 2.293 -0.956 0.499
H -3.110 -5.870 5.652
H -2.007 -7.025 4.894
H -3.666 -6.888 4.319
H -2.644 -3.616 5.069
H -1.937 -1.886 3.430
H -1.282 -4.930 0.495
H -2.031 -6.661 2.120
H 0.849 -2.867 1.968
H 0.784 -1.658 3.228
C -0.219 -2.792 -10.623
C 0.279 -2.900 -9.199
O -0.438 -3.189 -8.282
S 2.035 -2.519 -9.043
C 2.174 -2.226 -7.309
C 2.299 -3.288 -6.421
C 2.266 -3.060 -5.052
C 2.097 -1.767 -4.550
C 2.025 -0.695 -5.454
C 2.061 -0.923 -6.822
C 1.896 -1.502 -3.150
C 1.558 -1.065 -2.071
H -0.986 -3.544 -10.803
H 0.592 -2.886 -11.346
H -0.668 -1.803 -10.736
H 2.401 -4.295 -6.804
H 2.341 -3.887 -4.356
H 1.896 0.305 -5.053
H 1.984 -0.097 -7.519
C -2.349 2.932 4.813
C -2.035 2.297 3.619
N -1.161 1.288 3.546
C -0.520 0.957 4.657
C -0.685 1.595 5.888
C -1.664 2.568 5.967
C 0.173 1.199 7.031
C 1.493 1.046 6.996
C 2.406 1.401 5.875
C 3.580 0.700 5.675
C 4.387 1.095 4.623
N 4.078 2.119 3.829
C 2.918 2.719 4.103
N 2.070 2.426 5.083
H -3.100 3.713 4.837
H -2.485 2.594 2.674
H 0.193 0.136 4.582
H -1.860 3.073 6.907
H -0.334 0.974 7.967
H 1.982 0.637 7.876
H 3.850 -0.140 6.304
H 5.313 0.573 4.410
H 2.637 3.545 3.458
```

Output
- M (g/mol) = 1191.86
- spin multiplicity = 1
- highest occupied orbital energy (eV) = -4.22
- charge = -1
- DFT total energy (Eh) = -8330.85166

Here are the Löwdin charges for atoms 1 to 4, given in e:
1 Ta 1.43
2 O -0.06
3 C -0.22
4 C -0.57